Entry from OMol25: a molecular structure, C14H18ClFeRu (ωB97M-V/def2-TZVPD).

```
35
Properties=species:S:1:pos:R:3:forces:R:3:nbo_charge:R:1
Fe -0.568602 -0.519319 -0.553060 3.679 1.943 3.835 1.53
Cl 0.751516 -2.421139 -1.408032 0.877 0.119 0.253 -0.42
C -0.578808 1.214291 -1.483189 0.240 1.868 -1.618 -1.04
H -0.938322 1.866076 -0.688704 -0.039 0.150 0.069 0.22
H -1.358425 1.126541 -2.247649 0.805 0.541 -0.128 0.19
H 0.384047 1.599671 -1.842657 -0.286 -0.169 0.024 0.23
Ru -1.404699 -1.989001 -2.171348 -1.718 -1.936 -2.193 0.81
C -0.957924 -1.714969 -4.084309 -0.154 0.987 -1.341 -0.87
C -1.851023 -3.925452 -1.944938 -1.481 -2.542 0.909 -1.01
C -2.536221 -0.612271 -1.409135 -2.922 -0.122 -0.600 -0.88
H -1.868314 -4.277685 -0.893316 0.096 -0.073 -0.609 0.23
H -2.859967 -4.113580 -2.389554 0.635 0.084 0.269 0.22
H -1.082496 -4.472922 -2.529063 -0.348 0.259 0.352 0.23
H -0.960871 -0.645391 -4.366701 0.294 -0.664 -0.292 0.23
H 0.016156 -2.237321 -4.203982 -0.621 0.504 -0.215 0.24
H -1.807809 -2.258889 -4.566266 0.682 0.348 0.101 0.22
H -2.902692 0.242285 -2.048971 0.483 -0.744 0.894 0.21
H -3.404421 -0.939555 -0.787009 0.442 0.012 -0.343 0.21
C 0.455421 3.089386 3.841190 1.151 -0.360 -0.025 -0.23
C -0.588889 2.764141 2.964346 -0.499 -0.601 -0.475 -0.21
C -0.486030 1.776001 1.978691 0.036 0.952 0.786 -0.20
C 0.738819 1.114865 1.763246 1.181 0.232 0.440 -0.11
C 0.998696 0.263153 0.637252 -0.558 -0.779 1.003 -0.40
C 2.270912 -0.251218 0.509283 0.058 -0.346 0.049 -0.25
C 3.316683 -0.089295 1.474908 -0.822 0.623 -0.089 -0.21
C 3.081053 0.746741 2.540481 0.170 -0.120 -0.404 -0.21
C 1.824050 1.415265 2.680138 -0.396 0.088 -0.322 0.01
C 1.651556 2.406283 3.684287 -0.183 -0.030 -0.121 -0.19
H 0.375940 3.866456 4.623098 -0.156 -0.509 -0.667 0.22
H -1.506255 3.317527 3.070300 -0.339 -0.023 -0.065 0.21
H -1.336437 1.560856 1.324352 0.225 0.164 0.304 0.19
H 2.461820 -0.876989 -0.352776 0.258 -0.035 0.097 0.21
H 4.263810 -0.612447 1.336299 -0.238 0.238 0.082 0.22
H 3.876186 0.948379 3.261729 -0.297 -0.052 -0.086 0.21
H 2.531539 2.639526 4.281059 -0.258 -0.004 0.126 0.21
```
Positions in Å, forces in eV/Å.

molecular weight = 378.67 g/mol
spin multiplicity = 10
net charge = 0
E_tot = -2362.673211 a.u.
highest occupied orbital energy (spin up / spin down) = -6.61 / -7.90 eV
gap between HOMO and LUMO (spin up / spin down) = 0.2180 / 0.1891 Eh